No. 1
This record from OMol25 describes C33H27AuN7O3Se as an isolated structure. The level of theory is ωB97M-V with the def2-TZVPD basis set.

Kohn-Sham gap	5.0959	eV
E_HOMO	-9.233	eV
energy above the lowest of the compared OMol25 structures with the same formula, charge and spin	12.72	kcal/mol

Geometry as ORCA input:
```
! RIJCOSX wB97M-V def2-TZVPD def2/J DEFGRID3
* xyz 1 1
Au 1.787 0.300 -0.983
O 1.612 0.508 0.978
C 2.554 0.336 1.895
C 2.093 0.283 3.222
C 2.969 0.191 4.275
C 4.350 0.125 4.051
C 4.809 0.137 2.759
C 3.934 0.235 1.662
C 4.472 0.216 0.312
N 3.802 0.182 -0.839
C 4.720 0.154 -1.880
C 5.959 0.175 -1.348
N 5.787 0.213 0.017
H 1.023 0.326 3.376
H 2.585 0.160 5.286
H 5.043 0.055 4.877
H 5.878 0.057 2.599
H 4.414 0.131 -2.910
H 6.931 0.164 -1.806
H 6.525 0.245 0.696
C -0.545 2.953 4.970
O -1.606 3.732 4.445
C -2.456 3.129 3.578
C -2.399 1.776 3.244
C -3.274 1.264 2.298
C -4.216 2.087 1.694
C -4.331 3.410 2.111
C -3.448 3.938 3.030
N -5.187 1.681 0.705
N -4.956 0.796 -0.128
C -3.632 0.313 -0.380
C -3.481 -1.048 -0.495
C -2.227 -1.655 -0.651
C -1.067 -0.897 -0.757
O 0.116 -1.382 -0.895
C -1.243 0.542 -0.769
N -0.134 1.290 -0.973
C -0.195 2.603 -1.027
C -1.416 3.278 -0.918
C -2.559 2.556 -0.717
C -2.505 1.148 -0.601
H 0.071 3.637 5.546
H 0.054 2.512 4.168
H -0.919 2.164 5.626
H -1.691 1.114 3.721
H -3.237 0.207 2.068
H -5.115 4.022 1.683
H -3.513 4.970 3.348
H -4.369 -1.659 -0.390
H -2.133 -2.733 -0.674
H 0.731 3.140 -1.184
H -1.438 4.356 -0.995
H -3.512 3.065 -0.659
C 2.217 -3.077 -2.743
N 0.952 -2.593 -3.264
C 0.625 -1.332 -3.534
Se 1.701 0.219 -3.424
N -0.648 -1.296 -3.942
C -1.189 -2.573 -3.904
C -2.463 -3.058 -4.174
C -2.656 -4.409 -3.978
C -1.619 -5.248 -3.535
C -0.356 -4.762 -3.267
C -0.166 -3.398 -3.459
H 2.906 -2.242 -2.666
H 2.624 -3.827 -3.419
H 2.048 -3.503 -1.756
H -1.120 -0.442 -4.192
H -3.262 -2.411 -4.511
H -3.633 -4.835 -4.163
H -1.819 -6.302 -3.400
H 0.441 -5.409 -2.927
*
```

***

No. 2
This record from OMol25 describes a 2-piece molecular cluster, C33H27BF4N2O7 overall. The level of theory is ωB97M-V with the def2-TZVPD basis set.

Kohn-Sham gap	8.2982	eV
E_HOMO	-9.254	eV
structure (SMILES)	CC(=O)OC(=O)Cc1cc(CCCN)c2c(c1C(F)(F)F)C(=O)c1ccc(B(O)O)c(-c3ccccn3)c1C2=O.Fc1ccccc1

Geometry as ORCA input:
```
! RIJCOSX wB97M-V def2-TZVPD def2/J DEFGRID3
* xyz 0 1
C -5.296 4.020 2.771
C -5.716 2.593 2.607
O -6.126 1.906 3.494
O -5.640 2.087 1.312
C -4.610 1.238 0.972
O -4.805 0.348 0.206
C -3.278 1.549 1.617
C -2.132 0.862 0.916
C -1.770 -0.383 1.418
C -0.718 -1.130 0.918
C -0.407 -2.500 1.483
C -1.202 -2.887 2.723
C -0.744 -4.235 3.275
N -1.798 -4.846 4.098
C 0.008 -0.566 -0.144
C -0.347 0.676 -0.676
C -1.435 1.394 -0.166
C -1.830 2.707 -0.814
F -3.071 3.112 -0.468
F -1.844 2.610 -2.153
F -1.002 3.702 -0.464
C 0.513 1.181 -1.797
O 0.803 2.343 -1.940
C 1.040 0.142 -2.723
C 1.194 0.432 -4.068
C 1.682 -0.560 -4.900
C 2.058 -1.817 -4.415
B 2.599 -2.865 -5.455
O 2.135 -2.814 -6.773
O 3.527 -3.808 -5.114
C 1.937 -2.080 -3.040
C 2.339 -3.426 -2.530
C 3.547 -3.600 -1.859
C 3.889 -4.867 -1.420
C 3.013 -5.914 -1.681
C 1.842 -5.641 -2.374
N 1.495 -4.421 -2.792
C 1.400 -1.098 -2.201
C 1.178 -1.297 -0.742
O 1.899 -1.999 -0.072
H -4.292 4.022 3.202
H -5.243 4.559 1.829
H -5.954 4.516 3.476
H -3.327 1.169 2.642
H -3.158 2.624 1.687
H -2.355 -0.772 2.238
H 0.653 -2.565 1.701
H -0.646 -3.226 0.701
H -1.115 -2.134 3.511
H -2.268 -2.974 2.490
H -0.527 -4.898 2.436
H 0.169 -4.081 3.855
H -1.404 -5.276 4.924
H -2.432 -4.135 4.441
H 0.931 1.403 -4.461
H 1.782 -0.363 -5.959
H 2.793 -2.409 -7.346
H 3.415 -4.591 -5.664
H 4.197 -2.753 -1.695
H 4.821 -5.023 -0.895
H 3.223 -6.923 -1.357
H 1.155 -6.446 -2.603
F 0.201 5.607 3.870
C 1.159 5.727 2.923
C 0.992 5.071 1.722
C 1.974 5.197 0.751
C 3.102 5.968 0.996
C 3.246 6.617 2.215
C 2.268 6.502 3.193
H 0.109 4.471 1.551
H 1.851 4.689 -0.198
H 3.867 6.063 0.237
H 4.126 7.216 2.409
H 2.357 7.003 4.147
*
```

***

No. 3
This record from OMol25 describes C33H27BaBr4NO4P2S2 as an isolated structure. The level of theory is ωB97M-V with the def2-TZVPD basis set.

Kohn-Sham gap	5.8909	eV
E_HOMO	-1.846	eV
energy above the lowest of the compared OMol25 structures with the same formula, charge and spin	50.76	kcal/mol

Geometry as ORCA input:
```
! RIJCOSX wB97M-V def2-TZVPD def2/J DEFGRID3
* xyz -2 1
Ba 0.454 0.459 -0.090
Br 1.872 3.014 -6.806
C 2.028 2.198 -5.099
C 3.174 1.511 -4.752
Br 4.647 1.430 -5.948
C 3.242 0.881 -3.497
Br 4.810 -0.050 -2.951
C 2.192 0.897 -2.576
O 2.230 0.322 -1.426
C 0.986 1.624 -2.938
O 0.010 1.638 -2.090
C 0.962 2.253 -4.182
Br -0.630 3.213 -4.608
N 2.631 0.887 1.430
C 2.188 1.336 2.750
C 0.901 2.164 2.545
O 0.822 3.299 3.031
O 0.036 1.565 1.832
H 3.190 0.042 1.466
H 3.185 1.602 0.974
H 2.932 1.928 3.292
H 1.921 0.463 3.349
S 3.032 -2.515 1.054
P 1.256 -3.310 1.328
S -0.438 -2.383 0.828
C 1.254 -4.960 0.500
C 0.604 -5.132 -0.715
C 0.681 -6.347 -1.383
C 1.403 -7.397 -0.836
C 2.054 -7.230 0.379
C 1.985 -6.014 1.041
C 1.081 -3.848 3.087
C -0.116 -4.419 3.512
C -0.239 -4.901 4.806
C 0.829 -4.809 5.689
C 2.017 -4.224 5.275
C 2.142 -3.745 3.977
H 0.033 -4.305 -1.119
H 0.173 -6.474 -2.332
H 1.464 -8.346 -1.358
H 2.618 -8.049 0.811
H 2.503 -5.874 1.982
H -0.946 -4.468 2.818
H -1.171 -5.350 5.131
H 0.732 -5.187 6.700
H 2.851 -4.143 5.963
H 3.064 -3.291 3.636
C -2.445 3.142 1.672
P -1.836 2.479 0.069
C -1.358 4.091 -0.673
C -0.133 4.617 -0.262
C 0.317 5.832 -0.753
C -0.452 6.543 -1.664
C -1.676 6.035 -2.068
C -2.129 4.819 -1.575
C -3.397 2.120 -0.823
C -4.657 2.066 -0.234
C -5.762 1.647 -0.968
C -5.623 1.290 -2.299
C -4.369 1.342 -2.900
C -3.265 1.737 -2.163
H -2.870 2.324 2.258
H -3.177 3.941 1.535
H -1.570 3.508 2.208
H 0.465 4.067 0.458
H 1.273 6.224 -0.427
H -0.092 7.481 -2.069
H -2.280 6.579 -2.785
H -3.082 4.434 -1.912
H -4.786 2.350 0.804
H -6.736 1.598 -0.493
H -6.486 0.962 -2.867
H -4.248 1.065 -3.940
H -2.275 1.753 -2.609
*
```

***

No. 4
This record from OMol25 describes C33H27ErN6OS4Te as an isolated structure. The level of theory is ωB97M-V with the def2-TZVPD basis set.

Kohn-Sham gap (spin up / spin down)	6.0433 / 6.0481	eV
E_HOMO (spin up / spin down)	-6.501 / -6.505	eV
⟨S²⟩	3.7523

Geometry as ORCA input:
```
! RIJCOSX wB97M-V def2-TZVPD def2/J DEFGRID3
* xyz 0 4
Er -10.281 -11.368 12.966
O -9.979 -18.122 13.496
C -9.789 -16.940 13.406
S -9.544 -16.085 11.877
C -9.292 -14.450 12.621
C -9.392 -14.391 13.968
S -9.350 -12.957 14.939
S -9.855 -15.823 14.865
S -8.947 -13.204 11.434
C -11.529 -8.254 14.285
N -11.745 -9.607 13.744
C -12.965 -10.049 13.673
C -13.329 -11.384 13.314
C -14.574 -11.972 13.093
C -14.357 -13.316 12.857
C -12.942 -13.474 13.035
N -12.335 -12.330 13.214
C -11.413 -7.162 13.248
C -10.704 -5.942 13.418
C -10.735 -4.929 12.463
C -11.512 -5.105 11.316
C -12.040 -6.312 11.061
C -12.055 -7.302 12.036
H -10.691 -8.314 14.984
H -12.356 -8.040 14.955
H -13.833 -9.356 13.895
H -15.537 -11.411 13.209
H -15.048 -14.167 12.724
H -12.446 -14.403 13.011
H -10.130 -5.848 14.318
H -10.298 -3.982 12.735
H -11.722 -4.376 10.531
H -12.620 -6.660 10.179
H -12.485 -8.238 11.800
N -11.384 -10.482 8.634
C -12.549 -11.133 8.820
C -12.584 -11.461 10.111
N -11.458 -10.999 10.750
C -10.772 -10.393 9.816
C -9.519 -9.752 10.079
N -9.021 -9.925 11.309
C -7.775 -9.324 11.230
C -7.537 -8.834 9.992
N -8.683 -9.103 9.244
H -11.076 -10.019 7.814
H -13.133 -11.542 8.028
H -13.297 -12.039 10.661
H -7.084 -9.319 12.090
H -6.742 -8.241 9.546
H -8.915 -8.703 8.350
Te -8.022 -10.172 15.389
C -6.338 -10.805 14.246
C -6.350 -11.914 13.428
C -5.210 -12.309 12.706
C -4.053 -11.564 12.818
C -4.079 -10.437 13.658
C -5.189 -10.063 14.376
C -7.490 -8.129 15.122
C -6.843 -7.362 16.150
C -6.612 -5.998 15.923
C -6.827 -5.452 14.655
C -7.474 -6.179 13.664
C -7.824 -7.483 13.929
H -7.240 -12.546 13.348
H -5.231 -13.102 11.935
H -3.103 -11.799 12.337
H -3.202 -9.864 13.745
H -5.201 -9.077 14.921
H -6.715 -7.764 17.189
H -6.229 -5.416 16.734
H -6.458 -4.491 14.426
H -7.687 -5.749 12.718
H -8.381 -8.075 13.135
*
```

***

No. 5
This record from OMol25 describes C33H27F3LuO3SSi as an isolated structure. The level of theory is ωB97M-V with the def2-TZVPD basis set.

Kohn-Sham gap (spin up / spin down)	3.0044 / 2.9739	eV
E_HOMO (spin up / spin down)	-0.494 / -0.480	eV
energy above the lowest of the compared OMol25 structures with the same formula, charge and spin	106.35	kcal/mol

Geometry as ORCA input:
```
! RIJCOSX wB97M-V def2-TZVPD def2/J DEFGRID3
* xyz -1 1
Lu -0.964 -0.554 -0.345
F -2.285 -2.117 -1.641
C -1.397 -2.869 -2.470
F -2.047 -3.981 -2.741
F -1.286 -2.041 -3.540
C -0.003 -3.033 -1.748
O 0.287 -4.195 -1.385
O 0.377 -1.787 -1.532
C -0.668 2.444 -5.989
C -0.437 3.595 -5.163
C 0.177 3.424 -3.945
C 0.244 2.198 -3.356
C 0.177 1.079 -4.212
C -0.297 1.219 -5.530
Si 0.344 2.302 -1.538
C 1.077 4.034 -0.991
C 2.436 4.270 -0.841
C 2.939 5.139 0.104
C 2.107 6.038 0.746
C 0.716 6.001 0.469
C 0.252 4.984 -0.320
C -1.434 2.069 -0.804
C -2.334 1.214 -1.519
C -3.519 0.692 -0.919
C -3.743 0.784 0.469
C -2.914 1.674 1.177
C -1.770 2.187 0.569
H -1.183 2.573 -6.983
H -0.515 4.645 -5.534
H 0.377 4.292 -3.414
H 0.476 0.105 -3.790
H -0.437 0.343 -6.173
H 3.091 3.752 -1.476
H 4.013 5.190 0.347
H 2.530 6.698 1.473
H 0.066 6.725 0.899
H -0.842 4.940 -0.501
H -2.311 1.068 -2.581
H -4.179 0.132 -1.573
H -4.517 0.220 0.950
H -3.007 1.819 2.232
H -1.081 2.635 1.259
O -0.819 -1.584 1.504
S -0.849 -2.397 2.903
C 0.721 -2.136 3.890
C 1.062 -2.838 5.076
C 2.182 -2.492 5.827
C 2.950 -1.374 5.456
C 2.635 -0.678 4.297
C 1.507 -1.033 3.523
C -0.499 -3.949 2.197
C -1.635 -4.705 1.908
C -1.478 -6.027 1.532
C -0.223 -6.492 1.227
C 0.920 -5.690 1.319
C 0.766 -4.374 1.815
H 0.466 -3.684 5.447
H 2.415 -3.085 6.727
H 3.854 -1.022 5.980
H 3.339 0.113 4.107
H 1.393 -0.436 2.616
H -2.614 -4.270 1.840
H -2.376 -6.584 1.503
H -0.071 -7.581 0.939
H 1.927 -6.006 1.075
H 1.628 -3.684 1.878
C 1.090 0.830 -0.994
H 1.576 0.206 -1.749
H 1.614 1.065 0.018
*
```

***

No. 6
This record from OMol25 describes C33H27F5IrN2O5SbTe as an isolated structure. The level of theory is ωB97M-V with the def2-TZVPD basis set.

Kohn-Sham gap (spin up / spin down)	6.8095 / 5.9431	eV
E_HOMO (spin up / spin down)	-4.873 / -4.599	eV
⟨S²⟩	1.2237
energy above the lowest of the compared OMol25 structures with the same formula, charge and spin	0.00	kcal/mol

Geometry as ORCA input:
```
! RIJCOSX wB97M-V def2-TZVPD def2/J DEFGRID3
* xyz -1 2
Ir 0.081 -1.320 0.646
O -0.130 0.561 4.336
C 0.106 -0.105 3.352
O -0.343 0.108 2.147
C 1.107 -1.232 3.388
C 1.780 -1.681 4.503
C 2.771 -2.636 4.330
C 3.088 -3.075 3.052
C 2.370 -2.586 1.977
N 1.384 -1.709 2.176
C 2.666 -2.933 0.523
O 3.614 -3.669 0.289
O 1.883 -2.368 -0.317
H 1.512 -1.271 5.467
H 3.311 -3.021 5.185
H 3.879 -3.783 2.850
C 3.440 4.582 2.224
C 3.623 4.470 0.854
C 2.865 3.563 0.122
C 1.921 2.763 0.756
C 1.741 2.880 2.135
C 2.497 3.788 2.863
Sb 0.751 1.321 -0.306
C -1.102 2.341 -0.041
C -1.162 3.692 0.289
C -2.388 4.313 0.488
C -3.564 3.586 0.368
C -3.511 2.234 0.060
C -2.285 1.615 -0.139
C 1.184 1.981 -2.301
C 2.174 1.301 -3.009
C 2.498 1.675 -4.307
C 1.827 2.727 -4.913
C 0.832 3.403 -4.220
C 0.512 3.032 -2.921
H 4.031 5.289 2.795
H 4.354 5.090 0.350
H 3.011 3.488 -0.950
H 0.994 2.283 2.645
H 2.343 3.873 3.932
H -0.250 4.268 0.398
H -2.423 5.363 0.750
H -4.519 4.067 0.536
H -4.423 1.652 -0.002
H -2.247 0.550 -0.322
H 2.688 0.462 -2.551
H 3.268 1.137 -4.847
H 2.073 3.015 -5.928
H 0.301 4.220 -4.694
H -0.271 3.561 -2.390
F -1.614 -2.312 4.435
Te -2.704 -2.585 2.937
F -4.038 -2.907 1.669
F -2.565 -4.430 3.211
F -3.109 -0.768 2.883
F -4.096 -2.685 4.183
O -1.356 -2.560 1.763
C -0.523 -4.613 -0.530
C -1.281 -3.965 -1.645
C -1.956 -4.742 -2.570
C -2.641 -4.182 -3.639
C -2.649 -2.804 -3.810
C -2.013 -1.971 -2.912
C -1.997 -0.484 -3.129
C -1.341 -2.542 -1.787
N -0.777 -1.701 -0.915
H -0.458 -5.688 -0.699
H -1.001 -4.432 0.436
H 0.485 -4.205 -0.480
H -1.931 -5.820 -2.455
H -3.154 -4.819 -4.349
H -3.155 -2.366 -4.663
H -2.257 -0.249 -4.161
H -1.013 -0.058 -2.917
H -2.713 0.020 -2.480
*
```

***

Which formula does entry 5 have? C33H27F3LuO3SSi